Record 1
{
  "formula": "C18H35B2N6O12P2",
  "method": "wB97M-V/def2-TZVPD",
  "total_charge": 1,
  "gap_ha": 0.2412,
  "e_tot_ev": -72670.0636,
  "homo_energy_ha": -0.4017,
  "elements": ["C", "C", "N", "N", "C", "C", "C", "O", "N", "C", "C", "C", "C", "B", "O", "O", "B", "O", "O", "C", "P", "O", "O", "O", "C", "C", "P", "O", "O", "O", "C", "C", "C", "N", "C", "C", "H", "H", "H", "H", "H", "H", "H", "H", "H", "H", "H", "H", "H", "H", "H", "H", "H", "H", "H", "H", "H", "H", "H", "H", "H", "H", "H", "H", "H", "H", "H", "C", "O", "N", "N", "H", "H", "H", "H"],
  "xyz": [[3.59695, -0.46175, 3.11023], [2.47366, -1.41505, 2.42723], [2.36642, -1.24705, 0.94400], [1.17453, -0.66566, 0.54256], [0.00507, -1.32455, 0.58864], [-0.18549, -2.85070, 1.07683], [0.59073, -3.83736, 0.04450], [0.59389, -3.62017, -1.20326], [1.33451, -4.99241, 0.58240], [2.82702, -4.74935, 0.53624], [1.10545, -6.23272, -0.23986], [-1.18961, -0.32722, 0.08951], [-1.87876, -1.01085, -1.18624], [-3.00801, -0.09711, -1.91874], [-2.60018, 1.04497, -2.72958], [-4.43238, -0.30921, -1.81532], [-2.19411, -0.45295, 1.36802], [-1.54598, -0.36330, 2.67292], [-3.60854, -0.69129, 1.34364], [-0.39094, 1.08207, -0.14038], [-1.23190, 2.56584, 0.64127], [-2.71357, 2.63883, 0.17565], [-1.25832, 2.60808, 2.33369], [-0.55309, 4.07102, 0.15285], [1.15503, 0.75291, -0.01556], [1.54075, 0.38461, -1.57429], [1.88806, 1.87153, -2.66886], [1.16516, 1.64190, -4.00764], [1.37737, 3.36585, -2.04604], [3.57801, 1.92516, -3.02678], [2.28009, 1.70824, 0.50030], [3.78400, 1.44781, 0.10789], [4.97676, 2.29847, 0.55676], [4.79713, 3.44185, 1.38030], [3.46034, 3.68670, 1.77442], [2.16231, 2.93475, 1.44147], [3.42193, -0.50776, 4.25249], [4.65431, -0.89507, 2.95838], [3.50074, 0.61230, 2.74801], [2.86409, -2.49115, 2.60026], [1.47101, -1.36775, 2.98202], [2.58755, -2.10226, 0.41881], [-1.27082, -3.19173, 1.05795], [0.31418, -3.02471, 2.09042], [3.22124, -4.28078, 1.50534], [3.02435, -4.02102, -0.33251], [3.40031, -5.70907, 0.27268], [0.01003, -6.54411, -0.26951], [1.56942, -6.07029, -1.27124], [1.69009, -7.07336, 0.29139], [-1.12764, -1.37200, -1.98001], [-2.42649, -1.95337, -0.79288], [-2.75323, 1.86337, -2.19985], [-4.62831, -1.08070, -1.24206], [-2.15832, 0.13214, 3.26865], [-3.72521, -1.66977, 1.36079], [-0.54419, 1.32212, -1.26632], [-2.17710, 2.52545, 2.66912], [-0.54038, 4.69346, 0.91510], [2.45616, -0.32103, -1.62520], [0.69812, -0.21923, -2.08600], [2.09885, 4.00012, -2.26351], [3.94081, 2.70546, -2.53236], [4.03286, 0.54291, -0.55716], [6.04258, 2.03038, 0.23812], [3.32380, 4.59977, 2.46402], [1.15554, 3.23472, 1.85735], [-7.09716, 2.13857, -2.35142], [-7.45263, 1.05166, -2.78006], [-7.90537, 3.22889, -2.36230], [-5.86409, 2.35097, -1.82686], [-7.63303, 4.13030, -2.01540], [-8.82946, 3.11106, -2.74426], [-5.23345, 1.56354, -1.80138], [-5.55347, 3.23610, -1.46932]],
  "forces_ev_per_angstrom": [[-0.58, -0.65, 0.58], [1.62, -0.89, 1.48], [0.33, -0.19, 0.75], [-2.79, -1.81, 1.10], [0.28, 1.80, -0.49], [1.57, 0.09, -0.96], [0.89, 0.16, -3.67], [-0.55, -0.24, 4.76], [-0.31, 0.25, -0.16], [0.49, 1.09, -0.39], [0.41, -0.70, -0.08], [1.32, -1.77, 0.40], [-0.23, -1.00, -0.05], [-1.79, 1.87, -0.98], [-0.40, -1.48, 2.48], [3.33, -0.59, 0.38], [-0.74, 0.48, 2.37], [-1.57, 0.85, -2.31], [2.52, -0.71, -0.45], [0.03, 0.02, -0.83], [-4.83, 3.56, -0.11], [3.90, -1.41, 0.86], [0.74, -0.30, -2.10], [-0.23, -2.97, 1.72], [0.74, -0.81, -2.74], [0.50, -0.43, 0.39], [-1.03, 0.39, -5.68], [1.79, 0.17, 3.95], [2.22, -2.26, -0.30], [-2.63, 1.34, 2.21], [4.07, 2.68, 2.26], [-0.55, 0.99, 0.81], [-3.56, 0.21, 0.54], [-3.37, -2.64, -1.19], [-0.80, -0.77, -0.42], [2.84, -2.18, -1.96], [0.21, 0.22, -1.82], [-1.72, 0.86, -0.12], [0.27, -1.47, 0.52], [-0.75, 1.64, -0.28], [1.31, 0.31, -1.06], [-0.46, 0.55, 0.23], [1.37, 0.74, 0.17], [-1.00, 0.45, -1.32], [-0.56, -0.89, -1.34], [0.06, -1.04, 1.06], [-1.04, 1.46, 0.71], [1.48, 0.65, -0.11], [-0.96, -0.47, 1.14], [-1.03, 1.33, -0.85], [-0.96, 0.58, 1.27], [1.04, 1.28, -0.61], [-0.12, -0.53, -0.68], [-0.08, 0.78, -0.49], [0.56, -1.05, -0.25], [-0.36, 0.92, 0.15], [-0.11, -0.05, 1.84], [0.52, 0.25, -0.67], [-0.09, -0.53, -0.55], [-1.27, 1.38, 0.15], [1.21, 1.29, 0.83], [-0.83, -0.15, 0.27], [0.08, -1.05, -0.56], [-0.44, 1.67, 1.23], [-1.84, 0.44, 0.51], [0.35, -1.60, -1.24], [1.67, -0.20, -0.39], [-0.06, -0.45, -0.19], [-0.01, 0.14, 0.09], [-0.67, 0.44, -0.11], [0.76, -0.07, 0.27], [0.00, -0.09, -0.04], [0.18, 0.03, 0.07], [-0.26, 0.12, -0.01], [-0.09, -0.05, -0.03]]
}

Record 2
{
  "formula": "C4H2ClN5",
  "method": "wB97M-V/def2-TZVPD",
  "total_charge": 0,
  "gap_ha": 0.2307,
  "e_tot_ev": -24144.5117,
  "de_lowest_kcal_mol": 39.3,
  "homo_energy_ha": -0.3514,
  "elements": ["C", "C", "C", "C", "N", "N", "N", "N", "N", "Cl", "H", "H"],
  "xyz": [[1.02303, -2.18536, -0.04630], [-0.69124, -0.30460, -0.08012], [-1.75640, 0.48752, -0.07095], [0.51235, 0.44536, 0.06233], [0.87386, -3.30892, -0.05848], [-1.65857, 1.85857, 0.00293], [0.59124, 1.85254, 0.01740], [-0.52020, 2.38436, 0.08525], [1.65534, -0.20099, 0.25987], [3.27367, 0.20235, 0.02357], [-0.59139, -1.30748, 0.17375], [-2.71170, 0.07663, -0.36924]],
  "forces_ev_per_angstrom": [[2.81, 5.21, 0.57], [2.66, 2.98, 1.35], [-1.50, 1.39, -1.20], [0.04, 0.90, -1.24], [-0.42, -2.44, -0.11], [-2.09, -2.01, -0.16], [2.81, -4.33, 0.45], [-2.00, 4.28, -0.07], [0.26, -3.98, 0.38], [-1.63, -0.28, -0.26], [-0.53, -1.99, -0.42], [-0.41, 0.29, 0.70]]
}

Record 3
{
  "formula": "C3H6NO2S",
  "method": "wB97M-V/def2-TZVPD",
  "total_charge": -1,
  "smiles": "N[C@H](CS)C(=O)[O-]",
  "gap_ha": 0.2701,
  "e_tot_ev": -19630.4220,
  "de_lowest_kcal_mol": 2.5,
  "homo_energy_ha": -0.1481,
  "elements": ["O", "C", "O", "C", "C", "S", "N", "H", "H", "H", "H", "H", "H"],
  "xyz": [[-0.64120, 0.22470, 2.15965], [0.43012, 0.47550, 1.56301], [1.53285, 0.86383, 1.99059], [0.36297, 0.26024, 0.00876], [0.03776, -1.17361, -0.21524], [-0.27138, -1.65945, -1.99461], [-0.68605, 1.11581, -0.58141], [1.31677, 0.60032, -0.38238], [0.85266, -1.80967, 0.08313], [-0.85188, -1.44894, 0.33803], [-0.06317, -0.44532, -2.52840], [-0.47083, 2.07951, -0.35591], [-1.54865, 0.91706, -0.08523]],
  "forces_ev_per_angstrom": [[0.07, 0.15, 0.18], [0.01, -0.24, -0.28], [0.02, 0.08, 0.30], [-0.57, 1.11, 0.59], [-0.08, -0.75, -1.20], [0.13, 0.19, 0.21], [0.08, -0.06, -0.31], [0.18, -0.35, -0.28], [0.33, -0.15, 0.36], [-0.12, 0.10, 0.14], [-0.11, -0.05, 0.12], [0.07, 0.04, 0.04], [-0.03, -0.07, 0.14]]
}

Record 4
{
  "formula": "C42H30Br2F4HgN4O4PS",
  "method": "wB97M-V/def2-TZVPD",
  "total_charge": -2,
  "gap_ha": [0.1720, 0.2401],
  "e_tot_ev": -233448.0829,
  "de_lowest_kcal_mol": 0.0,
  "multiplicity": 2,
  "homo_energy_ha": [-0.0260, -0.0941],
  "elements": ["Hg", "F", "C", "C", "F", "C", "F", "C", "P", "C", "C", "C", "C", "C", "C", "C", "C", "C", "C", "C", "C", "C", "Br", "C", "F", "H", "H", "H", "H", "H", "H", "H", "H", "H", "H", "O", "C", "C", "C", "C", "C", "C", "C", "N", "C", "C", "N", "H", "H", "H", "H", "H", "H", "H", "N", "C", "N", "C", "C", "C", "C", "C", "C", "S", "H", "H", "H", "H", "H", "H", "Br", "C", "C", "C", "C", "C", "C", "C", "O", "O", "H", "H", "H", "H", "C", "O", "H", "H", "H"],
  "xyz": [[0.37911, 0.31796, -0.17381], [5.37908, 5.32961, -0.98403], [4.73567, 4.55193, -0.03934], [5.40129, 3.41278, 0.45199], [6.74847, 3.47114, 0.64969], [4.70254, 2.32586, 0.86514], [5.38089, 1.31815, 1.48118], [3.28864, 2.22882, 0.78169], [2.54029, 0.62888, 0.88180], [3.69438, -0.48331, 0.01035], [4.31928, -1.58050, 0.59113], [5.18106, -2.36429, -0.16397], [5.41061, -2.06759, -1.50009], [4.78021, -0.97687, -2.08512], [3.93300, -0.18167, -1.32945], [2.50741, 0.07830, 2.61262], [1.93712, -1.15643, 2.90978], [1.84733, -1.58045, 4.22702], [2.31718, -0.76916, 5.25062], [2.87513, 0.46879, 4.95622], [2.96897, 0.89504, 3.63945], [2.62559, 3.43009, 0.37259], [0.74454, 3.59307, 0.58077], [3.33061, 4.51682, -0.04432], [2.68943, 5.65266, -0.42049], [4.14185, -1.82387, 1.62991], [5.66000, -3.22161, 0.29278], [6.06517, -2.69756, -2.09057], [4.92926, -0.74566, -3.13272], [3.43856, 0.67274, -1.77789], [1.55467, -1.79480, 2.11913], [1.37811, -2.53457, 4.43157], [2.23668, -1.09334, 6.28191], [3.23116, 1.10916, 5.75447], [3.39094, 1.86350, 3.40243], [1.08472, 1.15469, -2.34517], [1.37758, 0.42896, -3.35465], [2.29758, 0.93004, -4.32927], [2.71208, 0.19406, -5.41088], [2.22995, -1.10410, -5.61532], [1.31268, -1.60658, -4.71446], [0.85033, -0.87793, -3.61222], [-0.16875, -1.49514, -2.76253], [-0.51311, -1.22156, -1.51187], [-1.49771, -2.10246, -1.13681], [-1.76808, -2.92901, -2.17282], [-0.93097, -2.53333, -3.18955], [2.67361, 1.93142, -4.15203], [3.42970, 0.62130, -6.10426], [2.57405, -1.70764, -6.44551], [0.97199, -2.62802, -4.84785], [-1.91922, -2.07702, -0.14741], [-2.45936, -3.74525, -2.27536], [-0.89016, -2.93012, -4.10900], [-0.58362, -3.48241, 2.37232], [-0.09794, -3.93532, 1.24772], [0.84619, -3.35374, 0.52232], [1.09869, -4.02291, -0.64011], [2.00249, -3.61103, -1.62245], [2.17086, -4.36824, -2.77108], [1.44306, -5.53821, -2.98076], [0.53055, -5.96527, -2.01774], [0.36851, -5.21349, -0.86949], [-0.69938, -5.47823, 0.48211], [-0.75585, -1.70216, 2.11335], [-1.30935, -4.09197, 2.73018], [2.54920, -2.68783, -1.48284], [2.87044, -4.02449, -3.52459], [1.58509, -6.11665, -3.88617], [-0.04569, -6.87138, -2.16786], [-4.85282, -0.79099, -1.67848], [-3.55592, 0.15556, -2.70473], [-3.47292, -0.16421, -4.05285], [-2.52909, 0.46482, -4.84971], [-1.66461, 1.39597, -4.29060], [-1.74978, 1.68788, -2.93960], [-2.69894, 1.07818, -2.12043], [-2.72550, 1.47054, -0.64685], [-3.80523, 1.78951, -0.15367], [-1.59236, 1.49053, -0.06653], [-4.13919, -0.91032, -4.46583], [-2.45811, 0.20898, -5.90041], [-0.89855, 1.86717, -4.89356], [-1.04121, 2.36592, -2.48391], [-2.29797, -0.49455, 2.16989], [-0.93155, -0.75144, 1.89354], [-2.54454, -0.78246, 3.19869], [-2.96634, -1.03820, 1.49006], [-2.48197, 0.56676, 2.02535]],
  "forces_ev_per_angstrom": [[-0.04, 0.17, 0.01], [0.00, 0.01, 0.02], [-0.03, 0.01, -0.01], [0.03, -0.04, 0.01], [-0.02, 0.01, -0.01], [0.05, -0.02, -0.02], [0.00, 0.06, 0.04], [-0.02, -0.01, 0.02], [0.01, -0.01, 0.04], [-0.02, -0.07, 0.02], [0.03, 0.03, -0.02], [-0.03, -0.01, -0.01], [-0.04, -0.02, 0.00], [0.00, 0.01, 0.01], [-0.02, 0.02, -0.01], [0.00, 0.04, 0.00], [-0.01, -0.06, 0.01], [-0.01, 0.00, -0.03], [0.01, 0.03, -0.01], [-0.01, -0.02, 0.03], [0.01, -0.01, -0.03], [0.00, 0.04, -0.01], [0.00, -0.01, 0.01], [0.02, 0.02, -0.01], [0.01, -0.02, 0.00], [-0.02, 0.00, 0.01], [0.00, 0.00, 0.00], [0.01, 0.00, 0.00], [0.01, 0.00, 0.00], [0.00, -0.01, -0.01], [0.01, 0.00, -0.03], [0.00, 0.00, 0.01], [0.00, 0.00, 0.00], [0.00, 0.00, 0.00], [0.01, 0.01, -0.01], [0.00, -0.11, -0.01], [0.01, 0.08, -0.03], [0.02, -0.01, 0.01], [-0.01, -0.01, 0.00], [0.01, 0.00, -0.01], [-0.02, 0.01, 0.03], [0.04, -0.02, 0.00], [-0.02, -0.04, 0.04], [0.05, -0.02, -0.10], [0.01, 0.02, 0.02], [0.01, -0.03, 0.01], [-0.02, 0.02, -0.01], [0.01, 0.00, -0.01], [0.00, 0.00, 0.00], [0.00, 0.00, 0.00], [0.00, -0.01, -0.01], [0.00, -0.01, -0.01], [0.00, 0.00, 0.00], [0.01, -0.01, 0.00], [-0.02, 0.01, -0.02], [0.05, -0.04, 0.02], [0.00, 0.02, 0.02], [-0.01, -0.04, -0.03], [0.01, 0.01, 0.00], [-0.01, 0.01, -0.01], [0.00, 0.00, 0.01], [0.01, 0.01, -0.01], [-0.01, 0.00, 0.04], [-0.01, 0.01, -0.01], [0.01, 0.04, 0.01], [0.00, 0.02, 0.00], [0.04, 0.03, 0.01], [0.00, -0.01, 0.00], [0.00, 0.00, 0.00], [0.00, 0.00, 0.00], [-0.04, 0.03, 0.00], [0.02, -0.02, 0.00], [-0.01, -0.01, 0.00], [0.01, 0.01, 0.00], [-0.03, 0.01, 0.00], [-0.02, 0.01, 0.00], [0.00, -0.03, 0.01], [-0.02, -0.01, -0.09], [0.01, -0.01, 0.01], [0.05, 0.04, 0.12], [0.00, 0.00, 0.00], [0.01, 0.00, 0.00], [0.00, -0.01, 0.00], [-0.01, 0.00, -0.01], [0.04, 0.02, 0.01], [-0.08, -0.10, 0.00], [-0.01, 0.02, 0.00], [0.00, 0.00, 0.01], [0.00, 0.00, 0.00]]
}